[1]
Computed, not measured: a cluster of 11 separate species, C44H121N11O11 in total in a non-equilibrium geometry, with ωB97M-V/def2-TZVPD.

Results
Multiplicity   1
M   980.5 g/mol
ΔE to the lowest compared entry with this formula, charge and spin   8.2412 eV
Net charge   0
SMILES   COC[C@H](C)N.COC[C@H](C)N.COC[C@H](C)N.COC[C@H](C)N.COC[C@H](C)N.COC[C@H](C)N.COC[C@H](C)N.COC[C@H](C)N.COC[C@H](C)N.COC[C@H](C)N.COC[C@H](C)N
HOMO energy   -0.3164 Eh
Max |F|   3.9 eV Å⁻¹

Last column: Löwdin charge in e.
Geometry (Å):
O 12.89 7.54 17.98  -0.18
O 13.85 20.34 27.54  -0.19
O 17.42 11.05 17.67  -0.22
O 12.69 12.95 24.49  -0.20
O 13.83 12.77 27.41  -0.20
O 16.22 7.54 23.89  -0.20
O 11.67 17.04 22.72  -0.20
O 8.81 9.22 21.15  -0.23
O 9.23 12.40 18.84  -0.19
O 9.30 14.69 28.93  -0.18
O 16.36 14.24 22.93  -0.23
N 14.97 4.58 17.08  0.02
N 6.67 10.74 16.97  0.02
N 14.76 19.91 24.91  0.04
N 6.84 6.07 20.67  0.05
N 12.20 10.43 22.96  0.04
N 15.59 4.81 21.45  0.02
N 8.41 17.43 31.03  0.02
N 17.85 13.00 16.00  0.02
N 11.96 10.93 26.16  0.05
N 17.20 15.68 20.46  0.04
N 8.07 16.69 22.20  0.01
C 8.54 15.71 29.53  -0.23
C 17.88 10.65 16.37  -0.19
C 10.38 15.05 28.12  -0.11
C 12.12 8.01 19.10  -0.09
C 13.26 20.88 28.72  -0.12
C 6.25 12.64 18.48  -0.06
C 14.10 5.70 16.88  -0.44
C 13.21 8.94 26.41  -0.06
C 8.38 11.24 18.72  -0.16
C 13.00 10.36 26.99  -0.38
C 17.58 10.02 18.71  -0.07
C 12.88 20.24 26.48  -0.19
C 13.62 17.94 25.76  -0.07
C 12.93 12.86 23.03  -0.09
C 18.63 11.80 15.56  -0.35
C 9.22 17.80 23.99  -0.02
C 13.01 5.15 15.92  -0.05
C 8.00 6.82 21.03  -0.48
C 7.26 11.79 17.74  -0.44
C 12.59 14.25 24.96  -0.12
C 10.50 16.50 22.21  -0.26
C 16.48 13.67 24.23  -0.08
C 14.79 15.58 21.08  -0.07
C 13.50 6.23 18.20  -0.17
C 13.43 19.37 25.30  -0.39
C 15.34 6.08 22.19  -0.41
C 7.94 8.24 20.52  -0.18
C 8.83 15.13 32.04  -0.05
C 16.17 16.06 21.38  -0.47
C 15.80 8.84 23.39  -0.08
C 20.07 12.11 16.04  -0.08
C 10.29 12.02 19.74  -0.11
C 8.61 9.39 22.55  -0.09
C 14.14 5.87 23.12  -0.06
C 14.83 13.47 28.06  -0.15
C 9.10 16.11 30.89  -0.41
C 9.27 6.14 20.61  -0.06
C 14.23 11.36 27.17  -0.12
C 16.66 15.66 22.80  -0.15
C 12.12 18.22 22.00  -0.07
C 13.69 10.94 21.32  -0.06
C 9.31 17.38 22.46  -0.45
C 13.26 11.36 22.70  -0.41
C 16.57 6.53 22.98  -0.20
H 7.54 15.30 29.69  0.13
H 10.85 12.96 19.75  0.08
H 14.16 17.39 24.99  0.06
H 11.99 18.15 20.92  0.09
H 14.01 21.00 29.50  0.09
H 20.58 12.74 15.30  0.07
H 17.72 15.88 22.97  0.12
H 15.10 13.23 29.09  0.09
H 8.36 16.55 28.87  0.12
H 12.67 7.74 20.01  0.07
H 9.43 5.17 21.10  0.08
H 6.22 6.83 20.44  0.06
H 12.05 19.65 26.87  0.11
H 10.56 14.10 27.62  0.09
H 10.09 11.66 20.75  0.07
H 14.75 4.41 21.04  0.06
H 9.21 10.21 22.95  0.06
H 13.82 13.44 22.79  0.09
H 9.18 18.19 21.74  0.13
H 17.47 8.98 18.40  0.08
H 12.75 5.51 18.55  0.12
H 15.81 13.41 27.58  0.08
H 12.27 11.89 26.10  0.02
H 13.55 8.31 27.22  0.07
H 12.29 8.47 26.06  0.08
H 14.83 8.82 22.90  0.06
H 14.12 6.23 19.10  0.10
H 12.36 14.31 26.02  0.07
H 6.91 5.59 19.79  0.07
H 16.08 16.30 23.47  0.11
H 13.10 11.39 20.52  0.07
H 11.37 10.94 23.20  0.06
H 17.07 5.68 23.44  0.13
H 15.34 19.99 25.74  0.06
H 8.01 10.85 19.67  0.10
H 14.54 15.92 20.07  0.08
H 5.93 12.08 19.36  0.08
H 13.92 11.07 23.52  0.11
H 18.54 11.57 14.49  0.12
H 15.75 4.12 22.16  0.06
H 8.97 17.94 31.70  0.06
H 13.97 8.70 25.67  0.05
H 16.94 10.54 15.83  0.12
H 18.57 10.05 19.18  0.08
H 12.48 21.21 26.18  0.12
H 12.10 10.66 25.19  0.02
H 15.54 4.36 16.28  0.08
H 10.14 16.40 30.75  0.13
H 14.73 14.50 20.96  0.07
H 17.17 12.69 16.67  0.05
H 6.94 8.60 20.76  0.12
H 12.83 21.87 28.55  0.08
H 17.31 7.04 22.36  0.12
H 18.48 9.74 16.34  0.12
H 12.65 19.39 24.54  0.11
H 10.46 16.11 21.19  0.12
H 20.17 12.84 16.84  0.07
H 9.33 15.55 32.92  0.07
H 16.87 10.18 19.52  0.07
H 10.09 15.83 27.42  0.08
H 10.11 6.78 20.87  0.06
H 12.04 9.09 19.04  0.07
H 5.67 10.76 17.16  0.06
H 7.54 17.20 31.50  0.06
H 13.48 14.87 24.87  0.08
H 7.39 17.42 22.37  0.07
H 12.12 13.22 22.39  0.12
H 15.64 4.83 17.80  0.07
H 11.82 14.88 24.50  0.08
H 13.28 5.40 22.64  0.07
H 18.54 13.64 16.38  0.05
H 14.89 11.42 26.31  0.10
H 17.53 14.75 20.66  0.07
H 12.65 10.19 28.01  0.12
H 13.38 4.81 14.96  0.07
H 14.14 15.86 21.90  0.08
H 11.30 15.38 28.60  0.08
H 14.67 11.34 21.06  0.08
H 7.76 15.05 32.24  0.07
H 9.14 14.10 31.87  0.08
H 10.92 11.26 19.27  0.07
H 14.63 6.60 16.55  0.13
H 14.33 5.16 23.92  0.08
H 13.09 18.62 22.29  0.09
H 5.40 13.00 17.91  0.08
H 10.27 15.53 22.66  0.12
H 12.43 4.38 16.44  0.08
H 15.84 9.56 24.20  0.08
H 9.36 6.00 19.53  0.08
H 12.72 17.46 26.14  0.08
H 16.41 9.25 22.58  0.08
H 12.41 20.36 29.16  0.08
H 11.99 9.93 22.11  0.05
H 9.08 8.58 23.11  0.09
H 7.62 9.79 22.76  0.10
H 8.09 8.38 19.45  0.13
H 7.77 12.39 16.99  0.13
H 14.30 17.96 26.62  0.08
H 9.05 10.49 18.30  0.11
H 11.10 7.65 19.22  0.06
H 16.08 17.15 21.28  0.13
H 15.20 6.78 21.37  0.11
H 16.66 15.66 19.60  0.06
H 6.78 13.55 18.74  0.08
H 10.08 18.44 24.18  0.06
H 6.63 11.02 16.00  0.07
H 13.76 6.75 23.65  0.06
H 20.73 11.24 16.09  0.07
H 7.93 6.84 22.12  0.13
H 11.36 18.98 22.20  0.07
H 13.64 9.87 21.10  0.06
H 14.86 20.80 24.44  0.07
H 14.90 10.94 27.92  0.12
H 8.21 18.16 24.19  0.07
H 15.88 12.76 24.25  0.07
H 8.12 16.45 21.22  0.07
H 14.47 14.50 27.98  0.09
H 17.50 13.42 24.54  0.09
H 9.37 16.92 24.63  0.07
H 12.47 6.06 15.67  0.07
H 16.01 14.46 24.81  0.08

***

[2]
Computed, not measured: a cluster of 11 separate species, C44H121N11O11 in total in a non-equilibrium geometry, with ωB97M-V/def2-TZVPD.

Results
Multiplicity   1
M   980.5 g/mol
ΔE to the lowest compared entry with this formula, charge and spin   6.5361 eV
Net charge   0
SMILES   COC[C@H](C)N.COC[C@H](C)N.COC[C@H](C)N.COC[C@H](C)N.COC[C@H](C)N.COC[C@H](C)N.COC[C@H](C)N.COC[C@H](C)N.COC[C@H](C)N.COC[C@H](C)N.COC[C@H](C)N
HOMO energy   -0.3251 Eh
Max |F|   3.1 eV Å⁻¹

Last column: Löwdin charge in e.
Geometry (Å):
O 6.97 0.74 4.23  -0.18
O -1.08 0.86 7.28  -0.20
O -2.35 -4.82 3.68  -0.18
O -8.76 4.31 3.20  -0.17
O 7.52 6.26 -3.21  -0.21
O -9.86 2.15 -2.24  -0.21
O -0.38 0.97 0.21  -0.17
O -0.30 -4.03 -4.50  -0.22
O 10.09 0.41 -1.98  -0.22
O -6.87 -4.00 -1.91  -0.20
O 5.25 -0.42 -6.20  -0.21
N 9.18 8.03 -4.74  0.05
N 0.04 -1.16 -6.87  0.03
N 13.76 1.07 -1.58  0.02
N -3.47 -1.22 0.41  0.05
N -11.47 1.80 0.23  0.04
N 7.11 -2.88 -8.21  0.02
N 5.08 -1.98 6.03  0.01
N -8.47 7.21 5.62  0.02
N -8.96 -2.35 -1.04  0.03
N 0.47 -1.69 9.58  0.03
N -4.36 -7.49 5.54  0.03
C -8.50 5.83 5.17  -0.45
C -1.00 -5.02 4.06  -0.14
C 9.36 6.57 -4.71  -0.44
C 0.54 -4.53 -3.38  -0.07
C 10.77 6.29 -5.12  -0.08
C -12.83 3.67 -0.45  -0.08
C -3.58 -7.56 3.20  -0.06
C 9.01 -0.13 -1.17  -0.08
C -2.37 -0.59 -0.30  -0.48
C 6.18 -1.35 5.29  -0.44
C -7.87 -3.54 -2.83  -0.20
C -0.59 -0.93 8.98  -0.45
C 5.80 -3.50 -6.33  -0.07
C 6.87 -2.42 4.42  -0.05
C 0.37 -2.98 -5.28  -0.19
C -3.26 -5.39 4.68  -0.17
C -10.24 -2.57 -3.13  -0.06
C 0.00 0.13 8.03  -0.15
C -0.58 1.91 6.47  -0.13
C 6.84 5.68 -2.13  -0.12
C -8.65 5.67 3.64  -0.19
C -10.70 3.21 -1.71  -0.19
C -5.92 -4.95 -2.42  -0.10
C 11.39 0.35 -1.33  -0.19
C -11.91 2.62 -0.94  -0.43
C -3.34 -6.94 4.62  -0.42
C -1.39 -0.32 10.14  -0.07
C 6.54 2.07 4.04  -0.14
C -9.67 5.24 5.95  -0.07
C 6.02 -2.43 -7.36  -0.44
C -2.98 0.42 -1.25  -0.06
C -0.69 -2.13 -6.05  -0.44
C 6.43 -1.10 -6.65  -0.19
C -1.42 0.13 0.69  -0.19
C 5.80 -0.03 4.63  -0.19
C -1.56 -3.04 -6.86  -0.07
C 12.74 0.06 -3.56  -0.06
C -9.23 -3.22 -2.17  -0.42
C 0.53 0.33 -0.60  -0.14
C 8.89 5.97 -3.35  -0.20
C -8.84 2.55 -3.16  -0.11
C 5.51 0.87 -5.62  -0.10
C 12.46 0.91 -2.27  -0.41
C -7.50 3.85 2.79  -0.13
H 1.51 -4.93 -3.68  0.08
H 0.68 -0.34 7.32  0.11
H -10.80 1.08 -0.01  0.06
H 0.71 -1.59 -7.50  0.07
H -1.48 2.40 6.11  0.09
H 14.06 0.16 -1.27  0.06
H 7.31 2.52 3.40  0.08
H 8.09 -0.31 -1.73  0.08
H -11.12 3.72 -2.57  0.11
H -13.39 4.03 -1.31  0.08
H -8.04 -4.19 -3.69  0.12
H -7.25 4.39 1.87  0.08
H -1.02 -0.47 1.50  0.12
H -5.29 -7.33 5.20  0.07
H -9.66 -4.09 -1.68  0.13
H 8.81 0.63 -0.41  0.08
H -7.47 -2.68 -3.37  0.12
H -0.04 -0.14 -1.40  0.07
H 7.02 6.31 -1.26  0.09
H -0.25 -4.46 3.50  0.08
H -2.22 -3.64 -6.24  0.08
H -3.96 -1.84 -0.23  0.07
H -9.50 6.24 3.25  0.13
H 9.91 8.38 -4.13  0.06
H -10.13 3.97 -1.18  0.12
H 5.19 -4.31 -6.72  0.07
H -2.39 0.05 9.90  0.08
H 7.08 -2.16 -8.91  0.07
H -1.28 -1.59 8.46  0.14
H -4.27 -5.02 4.45  0.12
H -0.06 -5.15 -2.71  0.08
H -2.71 -7.41 2.58  0.07
H 5.31 -3.01 -5.49  0.07
H 5.62 2.29 3.52  0.09
H -8.35 7.14 6.62  0.06
H -12.36 4.49 0.10  0.08
H -0.95 -3.78 -7.38  0.08
H -9.95 -1.60 -3.54  0.07
H -7.43 2.78 2.58  0.09
H -4.34 -6.96 6.40  0.06
H 7.03 4.62 -1.99  0.08
H -3.01 -5.14 5.71  0.11
H 12.08 1.89 -2.57  0.13
H 9.45 -0.97 -0.64  0.08
H -13.59 3.20 0.18  0.08
H -0.94 0.56 10.60  0.07
H 6.08 1.49 -6.31  0.08
H -8.11 3.26 -2.77  0.08
H 11.00 6.63 -6.13  0.08
H 1.14 -3.47 -5.89  0.12
H -5.39 -4.59 -3.30  0.08
H -9.37 2.88 -4.06  0.08
H 9.38 6.36 -2.45  0.13
H 0.61 0.87 8.54  0.11
H 0.62 -0.60 -6.26  0.06
H 4.63 1.44 -5.32  0.09
H -11.18 -2.37 -2.62  0.07
H 14.49 1.22 -2.26  0.06
H 0.82 -2.25 -4.60  0.11
H -10.57 -3.26 -3.91  0.07
H -7.53 7.47 5.35  0.07
H -2.90 -1.79 1.01  0.07
H 0.99 -1.08 10.21  0.07
H -8.03 -2.59 -0.72  0.05
H -7.89 6.23 3.09  0.11
H 8.76 6.01 -5.43  0.13
H -10.57 5.63 5.46  0.08
H -2.23 0.94 -1.84  0.07
H -2.13 0.73 1.26  0.12
H 6.80 -1.05 6.13  0.13
H -1.21 -1.53 -5.31  0.14
H 11.42 6.69 -4.34  0.08
H 11.07 5.24 -5.14  0.07
H 11.65 -0.65 -0.98  0.12
H 0.80 -3.64 -2.81  0.06
H -6.62 4.01 3.41  0.08
H 1.17 -1.94 8.89  0.07
H 5.18 -0.15 3.74  0.13
H 8.30 8.19 -4.27  0.06
H -2.14 -2.52 -7.62  0.08
H 9.06 4.90 -3.40  0.12
H 6.81 -3.45 4.78  0.07
H -6.34 -5.93 -2.61  0.08
H -11.01 2.40 0.90  0.06
H -7.57 5.41 5.54  0.13
H -3.53 1.17 -0.68  0.08
H 13.32 0.70 -4.23  0.07
H -8.22 1.72 -3.49  0.08
H 5.21 -2.12 -8.03  0.14
H -1.81 -1.34 -0.87  0.12
H 7.15 -1.25 -5.85  0.13
H 7.94 -2.29 4.31  0.08
H 6.20 0.69 -4.80  0.08
H 6.84 -0.50 -7.45  0.11
H -12.39 1.90 -1.61  0.14
H 1.30 0.99 -1.02  0.09
H -4.46 -7.18 2.67  0.07
H 6.68 2.70 4.92  0.09
H -0.62 -6.04 3.99  0.07
H 6.69 -4.03 -5.98  0.08
H -5.17 -5.18 -1.67  0.08
H 4.76 -1.36 6.76  0.06
H 6.99 -3.78 -8.65  0.07
H 6.37 -2.51 3.45  0.08
H 5.54 -2.78 6.44  0.06
H 5.31 0.57 5.39  0.12
H -3.88 -8.61 3.27  0.07
H 5.77 5.70 -2.34  0.09
H 13.15 -0.92 -3.31  0.08
H -9.67 4.15 5.89  0.08
H 1.05 -0.49 -0.10  0.09
H -9.82 5.59 6.97  0.07
H -2.37 -7.32 4.94  0.12
H 0.18 1.66 5.72  0.08
H -1.46 -1.06 10.95  0.07
H -3.65 -0.15 -1.90  0.08
H 11.76 -0.15 -3.97  0.06
H 11.33 0.89 -0.38  0.12
H -0.10 2.63 7.13  0.08
H -8.75 -1.43 -1.42  0.06
H -0.78 -4.83 5.11  0.08

***

Q: Among the records above, which one has the lowest ΔE to the lowest compared entry with this formula, charge and spin?
A: number 2